Entry 1:
Formula: C3H7NO2
Source: the Open Molecules 2025 dataset
Level of theory: ωB97M-V with the def2-TZVPD basis set

The geometry in XYZ format:
```
13
Properties=species:S:1:pos:R:3:forces:R:3:nbo_charge:R:1
O 1.19634 1.37958 -0.31111 0.12 0.21 1.13 -0.7050
C 0.36369 0.70178 -1.18351 -0.62 0.01 -0.84 -0.0640
C -0.03866 -0.68189 -0.69522 0.20 -1.16 0.07 -0.2620
N -0.91572 -0.63000 0.47479 -0.81 -1.39 2.05 -0.8554
C -0.21650 -0.03062 2.31876 2.05 1.33 3.49 0.4269
O 0.90265 0.24054 2.46221 -1.80 -0.43 -1.04 -0.5399
H 0.79790 1.26368 0.56393 0.40 0.32 -0.07 0.4706
H 0.92758 0.65159 -2.11762 -0.19 -0.40 -0.09 0.1856
H -0.54074 1.29034 -1.40264 -0.06 -0.05 0.04 0.1482
H 0.86934 -1.21484 -0.40475 0.03 -0.02 -0.08 0.2066
H -0.50806 -1.24176 -1.51195 0.13 0.02 -0.05 0.1899
H -1.89533 -0.47031 0.23260 0.30 0.05 0.18 0.3820
H -0.94369 -1.30287 1.50774 0.25 1.52 -4.78 0.4165
```
Positions in Å, forces in eV/Å.

- Total charge: 0
- ΔE to the lowest compared entry with this formula, charge and spin: 365.79 kJ/mol
- HOMO level: -0.337 Ha



Entry 2:
Formula: C19H40AlINO7S
Source: the Open Molecules 2025 dataset
Level of theory: ωB97M-V with the def2-TZVPD basis set

The geometry in XYZ format:
```
70
Properties=species:S:1:pos:R:3:forces:R:3:nbo_charge:R:1
C 1.55923 1.74796 -7.01644 0.07 0.33 -0.07 -0.7087
C 0.05291 1.79710 -6.99943 0.15 0.30 0.08 0.6901
O -0.63969 1.00834 -7.59455 -0.16 -0.42 0.05 -0.5909
N -0.45479 2.80808 -6.17802 -0.49 -0.05 -0.51 -0.6527
C -1.89766 2.75283 -5.89816 -0.17 -0.02 0.00 -0.2197
C -2.29321 1.53843 -5.05934 0.07 0.03 0.26 -0.4050
C -1.42196 1.31784 -3.81596 -0.17 -0.39 -0.15 -0.3975
C -1.91318 0.13447 -2.94734 -0.06 0.62 -0.11 -0.9819
Al -1.64094 0.28793 -0.95153 0.05 -0.56 -0.21 1.2873
I -1.14989 2.77461 -0.22904 0.00 0.18 -0.05 -0.5720
C -0.05548 -0.78485 -0.34752 -0.34 0.20 -0.01 -0.9923
C -0.32851 -2.30260 -0.39327 0.33 -0.02 0.05 -0.3826
C 0.61641 -3.06350 -1.33826 -0.19 0.04 -0.11 -0.4063
C 0.59172 -4.57499 -1.06200 -0.17 0.40 -0.03 -0.6789
S 2.01619 -5.46995 -1.58611 -0.09 -0.36 -0.32 2.3743
O 2.07742 -6.72375 -0.89631 -0.06 0.20 -0.08 -0.9376
O 2.09378 -5.42645 -3.02363 0.09 0.03 0.32 -0.9563
O 3.23730 -4.60755 -1.02683 0.17 0.03 -0.16 -0.8955
H 1.90183 1.43696 -6.02771 0.01 -0.10 -0.09 0.2442
H 1.95760 2.75592 -7.17510 0.05 -0.12 -0.03 0.2127
H 1.91471 1.07161 -7.79097 -0.02 0.02 0.08 0.2249
H -0.19242 3.71178 -6.55636 0.35 0.01 0.46 0.3783
H -2.48590 2.76865 -6.82543 0.08 -0.01 0.04 0.1811
H -2.14313 3.65652 -5.33243 0.12 -0.02 -0.04 0.1934
H -3.31805 1.71681 -4.70918 0.03 -0.10 -0.16 0.1976
H -2.29972 0.62876 -5.66657 -0.04 0.11 0.00 0.2090
H -1.40753 2.24416 -3.23270 0.17 0.01 -0.10 0.2011
H -0.40074 1.09479 -4.14739 0.02 0.27 0.18 0.1837
H -1.46421 -0.78438 -3.34662 -0.12 -0.09 0.12 0.2002
H -3.00041 0.04359 -3.09314 0.08 -0.11 0.05 0.1993
H -2.99877 -0.18277 -0.20607 0.03 0.05 0.10 -0.4268
H 0.80383 -0.52402 -0.97787 0.02 -0.05 0.11 0.2051
H 0.19557 -0.48829 0.67560 0.16 -0.02 -0.11 0.2220
H -0.18619 -2.72703 0.61002 -0.16 0.03 -0.06 0.1803
H -1.36415 -2.51173 -0.69372 0.02 -0.13 0.12 0.1895
H 1.62145 -2.65180 -1.21332 -0.05 -0.12 0.04 0.2154
H 0.29279 -2.89275 -2.36914 0.25 0.07 0.01 0.2140
H 0.45468 -4.76840 0.00361 0.09 -0.14 -0.09 0.2423
H -0.20677 -5.05190 -1.63613 -0.06 -0.09 0.24 0.2496
H 3.59139 -4.10257 -1.77610 -0.06 0.06 0.14 0.5125
C -1.96887 4.93795 4.92991 -0.04 -0.13 0.00 -0.7199
C -1.13767 4.30777 3.83319 0.02 0.10 -0.17 0.5971
O -1.21944 3.13488 3.56796 0.03 -0.07 0.26 -0.5277
C -0.20661 5.21896 3.07097 0.04 -0.10 -0.04 -0.7241
H -2.59873 4.18225 5.39431 0.00 0.00 0.00 0.2324
H -1.31788 5.38445 5.68412 -0.01 0.06 -0.02 0.2192
H -2.59829 5.72664 4.51444 0.04 0.05 0.01 0.2271
H 0.51451 5.67518 3.75312 -0.04 0.06 0.01 0.2142
H -0.77625 6.01670 2.59102 0.01 0.04 0.04 0.2282
H 0.31351 4.64334 2.30909 -0.03 0.00 -0.01 0.2579
C -0.95173 0.14680 7.14388 -0.07 -0.01 0.12 -0.7201
C -2.32982 0.24265 6.52373 0.06 -0.02 -0.03 0.6004
O -3.32536 0.20124 7.21192 -0.01 0.02 0.01 -0.5632
C -2.37084 0.40258 5.03105 -0.15 0.01 0.11 -0.7372
H -1.03961 0.03926 8.22283 0.00 0.00 0.00 0.2233
H -0.41738 -0.71152 6.73319 0.04 0.04 -0.05 0.2252
H -0.37651 1.04421 6.90977 0.03 -0.03 -0.06 0.2278
H -1.87764 -0.44299 4.54791 0.07 0.05 -0.02 0.2320
H -1.83962 1.31254 4.74135 0.00 -0.09 -0.09 0.2702
H -3.40064 0.46250 4.68785 0.00 0.00 -0.01 0.2347
C 3.05935 -2.49847 3.66549 -0.09 0.09 -0.06 -0.7208
C 3.46441 -2.58501 2.21128 0.00 -0.04 0.00 0.5888
O 2.97382 -1.86873 1.37437 0.00 0.03 -0.01 -0.5231
C 4.51354 -3.60956 1.85043 0.02 0.09 -0.09 -0.7185
H 2.30279 -1.72651 3.78478 0.00 0.00 -0.01 0.2400
H 2.65894 -3.45724 4.00018 0.06 -0.02 0.03 0.2249
H 3.92706 -2.25858 4.28291 0.01 -0.06 0.02 0.2212
H 4.17370 -4.61359 2.10962 0.04 0.00 0.06 0.2305
H 5.44168 -3.40452 2.38809 -0.03 -0.06 0.08 0.2184
H 4.69404 -3.56105 0.78169 0.03 -0.05 -0.01 0.2382
```
Positions in Å, forces in eV/Å.

- Total charge: -1
- ΔE to the lowest compared entry with this formula, charge and spin: 0.00 kJ/mol
- HOMO level: -0.182 Ha



Entry 3:
Formula: C4H11NOS
Source: the Open Molecules 2025 dataset
Level of theory: ωB97M-V with the def2-TZVPD basis set

The geometry in XYZ format:
```
18
Properties=species:S:1:pos:R:3:forces:R:3:nbo_charge:R:1
N -2.02420 1.28926 -0.77135 -1.64 0.34 -0.66 -0.8504
C -0.71826 0.82999 -0.35683 1.61 1.39 -1.71 -0.0768
C 0.11304 0.29585 -1.58693 -0.88 -0.76 1.29 -0.0769
O -0.16207 1.00418 -2.77983 0.16 -0.50 0.40 -0.7069
C -0.84598 -0.12983 0.79292 -0.84 -2.15 -0.33 -0.4369
C 0.20359 -0.37369 1.86056 0.14 1.08 0.25 -0.4989
S 1.71934 -1.33500 1.44720 -0.23 0.83 0.12 -0.0489
H -2.38674 0.90316 -1.64228 0.45 -0.81 0.32 0.3666
H -2.12249 2.26476 -1.02952 0.71 0.18 0.67 0.3665
H -0.13068 1.72907 -0.10367 -0.34 -0.12 0.65 0.1741
H 1.17026 0.32833 -1.31966 0.08 -0.10 -0.12 0.1743
H -0.17883 -0.75217 -1.68723 0.08 -0.02 -0.53 0.1641
H 0.42674 1.74616 -2.71111 0.22 0.77 -0.49 0.4635
H -1.04336 -1.15278 0.41131 0.01 0.28 -0.46 0.1919
H -1.83850 0.07983 1.20061 0.36 0.35 0.65 0.2489
H 0.54509 0.61250 2.19841 0.30 -0.28 0.19 0.2154
H -0.28878 -0.84769 2.70578 0.08 -0.08 0.03 0.2184
H 1.12129 -2.24662 0.70215 -0.28 -0.41 -0.27 0.1120
```
Positions in Å, forces in eV/Å.

- SMILES string: N[C@H](CO)CCS
- Total charge: 0
- ΔE to the lowest compared entry with this formula, charge and spin: 151.71 kJ/mol
- HOMO level: -0.336 Ha



Entry 4:
Formula: C3H2N2O3
Source: the Open Molecules 2025 dataset
Level of theory: ωB97M-V with the def2-TZVPD basis set

The geometry in XYZ format:
```
10
Properties=species:S:1:pos:R:3:forces:R:3:nbo_charge:R:1
O 0.21328 -0.68524 -2.06382 -1.75 -1.29 0.02 -0.4780
C -0.44036 -0.84732 -1.04326 1.99 -2.09 -4.45 0.6718
O -1.13483 -1.95932 -0.74893 -0.33 0.96 0.16 -0.6240
C -0.10057 0.12423 -0.14275 2.55 5.90 7.85 0.2887
N 0.56206 1.27424 -0.19147 0.19 -0.86 -4.29 -0.2050
N 0.98134 1.76539 0.97403 -2.93 -1.45 1.75 -0.2525
C 0.36939 0.97896 1.86618 2.20 -0.36 -0.32 0.2967
O -0.15759 -0.12364 1.23588 -1.32 0.37 1.68 -0.4255
H -1.66763 -1.79248 0.04689 0.14 -0.24 -0.06 0.4958
H 0.52615 1.12533 3.00923 -0.74 -0.93 -2.35 0.2319
```
Positions in Å, forces in eV/Å.

- SMILES string: O=C(O)c1nnco1
- Total charge: 0
- ΔE to the lowest compared entry with this formula, charge and spin: 343.16 kJ/mol
- HOMO level: -0.385 Ha



| no. | maximum force (eV/Å) | LUMO level (hartree) | total energy (eV) |
| --- | --- | --- | --- |
| 1 | 5.0 | 0.02914 | -8806.7377 |
| 2 | 0.7 | 0.08308 | -61710.8747 |
| 3 | 2.7 | 0.02835 | -18698.3462 |
| 4 | 10.2 | -0.02412 | -12263.4254 |